# 1
Molecular formula: C54H40N2OP2SSeTi
Method: DFT, ωB97M-V with the def2-TZVPD basis set

As for the total charge: +4. For the LUMO energy, the calculation gives -12.07 eV. Its HOMO-LUMO gap is 5.6 eV. As for the HOMO energy: -17.686 eV. The total energy comes out at -6596.98024 a.u.

```
102
Properties=species:S:1:pos:R:3:forces:R:3
H -1.085 -4.109 0.550 0.0 0.0 0.0
C -4.056 -3.120 2.819 0.0 0.0 0.0
C -2.869 0.639 -5.269 0.0 0.0 0.0
C -4.114 -4.274 2.048 0.0 0.0 0.0
H -2.355 2.365 3.754 0.0 0.0 0.0
H -4.869 -2.872 3.489 0.0 0.0 0.0
H 0.076 -3.576 3.364 0.0 0.0 0.0
C -3.050 -4.622 1.224 0.0 0.0 0.0
C 3.392 4.121 -2.992 -0.1 0.0 0.0
H 1.909 5.327 -3.992 0.0 0.0 0.0
C -2.673 4.760 0.048 0.0 0.0 0.0
C 4.848 -5.305 0.755 0.0 0.0 0.0
O 1.178 0.291 0.556 -0.3 -0.1 0.1
N -3.518 -2.172 -1.689 0.1 -0.1 -0.1
H -0.988 0.331 -6.254 0.0 0.0 0.0
H -4.979 -4.921 2.110 0.0 0.0 0.0
H 3.952 -1.530 -1.907 0.0 0.0 0.0
C -2.940 -2.299 2.765 0.0 0.0 0.0
H 6.516 3.542 -3.112 0.0 0.0 0.0
C -0.698 1.672 4.933 0.0 0.0 0.0
C -0.413 -0.362 3.056 -0.1 0.0 -0.2
H 5.899 -5.115 0.979 0.0 0.0 0.0
C -4.237 -1.445 -0.866 0.0 0.1 0.1
H 4.658 -0.016 -0.091 0.0 0.0 0.0
N -2.217 -0.343 -0.434 0.1 0.1 -0.2
C -5.599 0.272 0.826 0.0 0.0 0.0
H 0.343 2.550 1.021 0.0 0.1 -0.2
H 0.352 1.045 -4.323 0.0 0.0 0.0
C -0.602 3.056 0.759 0.1 0.0 0.0
C -2.117 4.834 1.326 0.0 0.0 0.0
C 5.738 3.935 -2.454 0.0 0.0 0.0
S 1.864 -0.302 -0.783 0.0 0.0 0.1
H -3.468 5.441 -0.229 0.0 0.0 0.0
C 0.955 -3.584 2.726 0.0 0.0 0.0
C 1.882 -4.598 2.955 0.1 0.0 0.0
C -6.290 -0.801 0.175 0.0 0.0 0.0
H 3.633 -6.708 1.946 0.0 0.0 0.0
C -2.196 3.851 -0.883 0.0 0.0 0.0
H -6.136 -2.435 -1.203 0.0 0.0 0.0
C -1.396 0.634 2.895 -0.1 0.1 -0.1
H -2.187 0.520 2.128 -0.1 -0.1 0.3
C -4.260 0.490 0.673 0.0 0.1 0.0
C 1.068 -2.603 1.734 -0.1 0.0 0.1
C -1.929 -3.810 1.160 0.0 0.0 0.0
C -1.876 -2.641 1.925 0.1 0.0 0.0
C 2.664 -1.778 -0.220 0.0 0.0 -0.1
H -2.895 -1.427 3.404 0.0 0.0 0.0
H 6.349 1.648 -0.718 0.0 0.0 0.0
C -2.765 1.433 -3.000 0.0 0.0 0.0
H 4.930 4.869 -4.280 0.0 0.0 0.0
H -3.084 -5.537 0.648 0.0 0.0 0.0
H -2.612 3.835 -1.882 0.0 0.0 0.0
H -2.480 5.574 2.026 0.0 0.0 0.0
C -1.558 1.639 3.851 0.1 0.0 0.0
C -1.136 3.006 -0.549 0.0 0.0 -0.1
H -4.589 1.067 -4.055 0.0 0.0 0.0
C 3.074 -3.726 1.055 0.0 0.0 0.0
C -1.084 3.987 1.683 0.0 0.0 0.0
C 2.559 2.068 -1.842 0.0 0.0 0.0
C 4.481 -3.295 -0.851 0.0 0.0 0.0
C 3.583 2.956 -2.222 0.0 0.0 0.0
C 5.328 1.764 -1.055 0.0 0.1 0.0
C 1.239 2.474 -2.200 0.0 0.1 0.0
H 4.643 -5.665 2.917 0.0 0.0 0.0
H 5.287 -3.535 -1.531 0.0 0.0 0.0
C 2.937 -4.687 2.085 -0.1 0.0 0.0
H 1.266 -1.020 4.229 0.0 0.0 0.0
C 3.039 0.924 -1.121 0.0 0.0 0.0
H 0.065 3.930 -3.246 0.0 0.0 0.0
H -6.176 0.945 1.447 0.0 0.0 0.0
Se -1.859 -1.625 -1.698 -0.1 0.0 0.0
P -0.345 1.808 -1.653 0.0 -0.2 0.2
C -1.483 0.634 -5.342 0.0 0.0 0.0
C -3.508 1.043 -4.100 0.0 0.0 0.0
C 4.363 0.829 -0.698 -0.1 -0.1 0.0
C -1.366 1.442 -3.074 0.0 0.0 0.0
C 1.071 3.634 -2.966 0.0 -0.1 0.0
H -3.792 1.357 1.127 0.0 0.0 0.0
C 2.212 -2.617 0.854 0.0 0.0 0.0
H 1.729 -5.304 3.760 0.0 0.0 0.0
C 4.183 -4.064 0.243 0.0 0.1 0.0
H 4.831 -6.086 -0.007 0.0 0.0 0.0
C 4.039 -5.698 2.008 0.0 0.0 0.0
P -0.423 -1.606 1.760 0.1 0.2 -0.2
H 6.255 4.491 -1.670 0.0 0.0 0.0
H -3.456 0.337 -6.127 0.0 0.0 0.0
C 4.708 4.804 -3.213 0.0 0.0 0.0
Ti -0.652 0.564 0.552 0.4 0.0 0.1
C 2.118 4.451 -3.393 0.1 0.0 0.0
H -0.817 2.428 5.699 0.0 0.0 0.0
H 4.679 5.830 -2.843 0.0 0.0 0.0
C 0.326 0.728 5.055 0.0 0.0 0.0
H 0.991 0.775 5.907 0.0 0.0 0.0
C 0.484 -0.280 4.118 0.0 0.0 0.0
C 3.709 -2.153 -1.056 0.0 0.1 0.0
H -3.278 1.744 -2.098 0.0 0.0 0.0
C -0.728 1.035 -4.249 0.0 0.0 0.0
H -0.622 4.063 2.657 0.0 0.0 0.0
C -3.528 -0.390 -0.161 -0.1 0.0 0.0
C -5.641 -1.637 -0.666 0.0 0.0 0.0
H -7.352 -0.910 0.349 0.0 0.0 0.0
C 4.941 2.813 -1.863 0.0 -0.1 0.0
```
Forces are in eV/Å.

***

# 2
Molecular formula: C54H41AsCl4F5IN4O5PRbSSe
Method: DFT, ωB97M-V with the def2-TZVPD basis set

As for the total charge: -2. For the LUMO energy, the calculation gives 2.48 eV. Its HOMO-LUMO gap is 3.5 eV. As for the HOMO energy: -1.033 eV. The total energy comes out at -10716.18003 a.u.

```
119
Properties=species:S:1:pos:R:3:forces:R:3
H -1.290 3.490 1.540 -0.2 0.8 0.0
H 1.836 7.008 1.769 -0.1 -0.5 -0.5
Cl 4.377 3.567 -3.489 0.4 0.2 0.1
C -2.006 -5.355 -1.442 -0.2 0.6 -1.1
H -5.482 -1.759 -5.599 0.6 0.2 0.0
H 2.549 -0.749 4.425 -0.1 0.5 -0.1
F -4.502 -4.203 4.727 -0.1 -0.1 0.1
C 2.091 4.971 -3.999 -1.5 0.2 -0.7
C 0.923 -2.514 -0.512 0.2 -0.4 0.4
H 2.483 1.505 5.603 0.2 -0.2 0.3
C -1.673 0.243 -7.232 0.0 0.2 0.3
C -0.893 -3.893 4.470 0.0 0.1 0.3
As 5.297 -2.228 0.407 -0.9 0.1 -0.9
C -1.496 2.427 3.423 -0.2 -0.7 -0.2
O -0.237 1.584 -3.397 0.3 0.9 -0.1
H -2.073 0.421 4.161 0.5 0.1 -0.5
C -3.847 2.089 -1.435 0.2 0.0 0.3
P -1.803 -1.295 -2.292 -0.1 -0.6 0.3
C -2.467 -1.489 -4.022 -0.3 -0.3 0.5
H 4.738 -3.591 2.489 0.0 0.2 -0.1
C -3.201 -4.525 4.849 -1.0 -0.1 -0.1
H 6.616 -0.243 0.983 0.0 0.0 0.3
H -4.456 -2.044 -3.380 0.1 -0.1 0.2
Cl -0.071 6.438 -4.963 0.2 0.3 0.1
Se 0.461 -2.626 4.084 -0.2 -0.1 -0.2
C 1.814 6.015 1.299 0.5 0.8 0.4
C 1.891 3.611 1.560 0.3 0.3 -0.7
O 2.954 6.445 5.083 0.0 0.0 0.1
Cl 3.117 6.350 -4.168 0.1 0.5 -0.1
H 7.189 -3.755 0.988 -0.1 -0.2 0.1
C -2.115 -5.382 -0.070 0.1 -0.5 0.5
C 5.909 -0.853 1.547 -0.1 0.7 0.3
H 2.436 3.947 5.425 0.0 0.1 0.3
O 2.445 1.400 -3.274 0.5 -0.6 0.1
C 2.204 2.576 3.769 0.6 -0.8 -0.1
C 2.067 2.426 2.372 -0.3 0.5 0.3
C -2.186 -4.188 0.630 0.0 1.2 0.3
H 0.356 -4.442 0.210 -0.1 -0.3 0.1
C -2.956 1.155 -1.949 -0.1 -0.2 0.5
C -3.705 -0.880 -6.431 0.1 0.1 0.0
H -2.171 -0.071 1.786 -0.1 0.0 0.1
C 1.633 4.512 -0.537 0.4 -0.3 -0.6
H -2.107 -2.032 0.475 0.0 0.4 0.6
H 2.008 -0.808 2.016 0.3 0.2 0.0
H 3.755 -4.116 1.130 0.1 0.2 -0.1
H -5.967 -0.005 0.216 0.1 0.0 -0.1
H -1.867 -6.249 -2.040 -0.1 -0.1 0.2
F -2.770 -2.440 3.962 0.5 -0.3 0.2
H -0.621 2.981 3.714 0.4 0.2 0.1
H 1.498 4.328 -1.615 0.0 0.1 0.5
F -1.120 -7.357 5.747 -0.2 1.0 -0.1
H 6.319 -1.289 2.445 0.5 -0.1 0.3
C -1.263 0.896 3.571 -0.5 -0.1 -0.7
N 2.031 1.239 1.762 0.0 -1.0 0.3
C -1.489 -6.092 5.370 -1.2 -1.1 0.0
O -1.014 1.582 1.274 0.0 -1.3 0.8
C -3.817 -1.749 -4.199 0.7 0.4 -0.7
I 1.003 -2.055 -3.920 0.0 0.2 -0.2
C -2.860 -5.774 5.314 0.7 -0.9 0.2
F 0.714 -5.572 5.027 0.4 0.0 -0.1
C -1.737 2.594 1.937 -0.1 0.4 -1.1
C -0.560 -5.188 4.943 -0.2 0.8 -0.1
N 0.771 -3.599 -0.113 0.3 0.7 -0.3
C 2.665 3.733 -3.705 -0.2 -0.9 0.1
O 1.256 7.112 3.916 1.0 -1.3 0.4
C -1.221 0.391 2.079 -0.1 0.6 0.2
N 2.104 6.258 4.234 -0.7 1.5 0.0
H 7.671 -2.763 -0.359 -0.5 0.0 -0.1
C -4.419 -1.500 -5.456 -0.7 -0.5 0.4
F -3.799 -6.728 5.604 0.6 0.9 -0.1
C 0.485 2.645 -3.616 -1.0 -0.7 -0.2
C -0.058 3.886 -4.011 0.2 -0.3 -0.3
N 1.745 3.433 0.221 -0.3 0.7 0.3
H 1.428 -0.076 -6.052 -0.3 0.3 0.0
C -2.148 -2.955 -0.056 -0.4 -1.4 0.3
H -2.801 2.554 1.612 0.4 0.0 0.5
H -2.199 -4.145 1.724 0.0 -0.2 -0.4
C -3.078 -0.188 -1.578 -0.5 -0.3 -0.4
Rb 0.816 0.630 -1.037 0.3 0.2 -0.2
C 6.828 -3.332 0.052 0.6 -0.3 0.1
C -0.364 0.568 -7.062 0.2 0.2 -0.6
C 1.929 4.898 2.145 -0.3 -0.6 0.3
H 0.188 1.275 -7.706 -0.5 -0.6 0.3
H -2.253 0.641 -8.038 -0.3 0.2 -0.4
H 1.662 6.698 -0.717 0.1 -0.4 0.0
H -3.659 3.158 -1.558 -0.2 -0.3 -0.3
C -2.266 -3.608 4.426 0.7 -0.1 -0.1
H -2.110 -6.355 0.423 0.0 0.3 0.2
H -1.922 -4.096 -3.176 -0.1 -0.2 -0.7
H -4.316 -1.647 -0.569 0.2 0.2 -0.1
H 5.044 -0.253 1.855 0.2 0.0 -0.3
S 4.372 -1.479 -1.304 0.2 -0.2 0.3
C 2.180 0.152 2.511 -0.3 0.6 -0.5
C 2.268 3.852 4.368 -0.4 1.6 -1.2
C -2.143 -2.920 -1.435 0.2 0.2 -0.9
H 3.354 -2.626 1.954 -0.1 0.2 0.0
H -2.331 2.811 3.998 -0.2 -0.1 0.2
C 0.338 -0.112 -6.066 2.0 0.3 0.0
H -4.174 -0.596 -7.352 -0.2 0.1 -0.4
C -1.650 -1.027 -5.108 -1.0 0.6 -0.1
H -0.416 -0.316 1.855 -0.1 0.1 0.2
C -2.074 -4.141 -2.120 0.4 0.3 0.5
C -5.120 0.319 -0.379 0.7 -0.7 0.1
H -0.312 0.671 4.040 0.0 0.0 0.2
C 4.182 -3.233 1.614 0.0 -0.9 0.2
C 2.103 4.967 3.572 -0.1 -1.2 0.4
C 1.938 2.510 -3.549 -0.2 1.1 0.3
C -0.243 -0.859 -5.117 -0.5 -1.0 0.5
H -2.128 1.400 -2.598 0.3 0.6 -0.2
C 1.754 5.838 -0.052 -0.8 -0.1 0.1
C 2.415 0.198 3.889 0.1 -0.7 0.7
H -5.656 2.349 -0.233 0.6 -0.1 -0.3
C 2.410 1.407 4.534 -0.3 0.1 -0.6
Cl -1.770 3.776 -4.435 0.2 0.5 0.2
C -2.342 -0.551 -6.268 0.3 -0.4 0.3
C -4.156 -0.595 -0.808 -0.7 -0.5 0.1
H 6.539 -4.128 -0.644 0.1 0.2 0.2
C 0.702 5.070 -4.244 0.8 -1.3 0.6
C -4.911 1.646 -0.646 -0.8 1.4 0.1
```
Forces are in eV/Å.